Record 1
The following is a quantum chemistry calculation of an isolated molecule of C22H25NO, from OMol25.

Output
- ΔE to the lowest compared entry with this formula, charge and spin (eV) = 0.0000
- 2S+1 = 1
- structure (SMILES) = O=C(NCCC1=CCCCC1)C(c1ccccc1)c1ccccc1
- E_HOMO (eV) = -8.9
- gap between HOMO and LUMO (eV) = 9.7

Positions of all 49 atoms, in Å:
H -0.1311 -3.1924 -0.6354
C 1.1306 2.6992 1.7290
C -2.6082 0.0676 -2.3367
H 1.9854 5.0306 4.6925
C 0.7552 1.8345 0.5463
H -2.1779 0.7172 -3.1010
H 1.8679 1.1248 2.9857
H -3.5625 -2.4134 -1.8497
C -0.3207 -3.5528 -1.6488
H 1.2605 -2.2674 -2.3663
C 0.5278 -0.4757 1.5064
C 1.9845 3.0208 3.9548
H 2.4104 2.6045 4.8565
C -1.8230 -3.6961 -1.8591
O -1.5209 2.6747 0.8508
H -0.5178 0.3118 -0.9675
C 0.9283 -1.7942 1.6146
N -1.1714 0.9981 -0.6144
H 0.4816 4.4802 0.7366
H 2.3210 -3.2865 0.9629
H 2.8181 0.6015 -0.7278
H -2.4800 -2.1799 -0.4804
C 1.2063 4.9021 2.7006
C -2.5515 0.7875 -0.9846
C 1.2031 0.4030 0.6626
H 0.1760 -4.5180 -1.7623
C 0.2451 -2.5545 -2.6537
C -2.5100 -2.3674 -1.5588
C 0.9055 4.0684 1.6401
H -2.0168 -3.9807 -2.8954
C -0.7720 1.8935 0.3095
H 3.5292 -1.7444 -0.5363
H 1.0186 5.9628 2.6194
H -3.6529 -0.1193 -2.5897
H -0.3145 -0.1139 2.0791
C -0.6061 -1.3266 -2.7504
H 1.2097 2.2795 -0.3493
H -3.0627 0.1901 -0.2188
C 2.6847 -1.3909 0.0374
H -0.1597 -0.4920 -3.2776
H -2.2267 -4.4775 -1.2127
H 0.3975 -2.4651 2.2746
C 2.2836 -0.0699 -0.0702
C 2.0086 -2.2561 0.8794
H -3.0447 1.7615 -1.0344
H 0.3100 -3.0174 -3.6445
C -1.8412 -1.2260 -2.2724
C 1.7479 4.3804 3.8631
C 1.6749 2.1837 2.8962

Cartesian forces, eV/Å:
0.02 -0.02 0.03
0.07 0.02 -0.02
0.19 0.04 0.15
0.02 0.05 0.06
-0.14 0.23 0.18
-0.03 0.02 -0.02
0.03 -0.04 0.01
-0.04 0.06 0.05
-0.03 -0.07 -0.24
0.00 -0.03 -0.07
0.07 -0.01 -0.05
0.03 0.06 0.15
0.03 -0.02 0.06
0.04 0.05 0.27
-0.24 0.21 0.23
0.00 0.10 0.14
-0.06 0.00 0.10
-0.17 -0.23 -0.37
-0.06 0.04 -0.08
0.02 -0.09 0.00
0.03 0.09 -0.06
-0.11 0.00 0.06
-0.01 0.08 -0.09
-0.17 0.19 0.03
0.18 -0.08 -0.10
0.04 -0.01 0.07
0.04 -0.14 0.18
0.10 -0.23 -0.10
0.06 0.03 0.06
-0.05 -0.06 -0.05
0.32 -0.22 -0.33
0.06 -0.03 -0.05
-0.02 0.08 -0.01
-0.03 0.01 -0.03
-0.12 0.02 0.07
0.17 -0.11 -0.20
-0.04 -0.10 0.08
-0.03 0.10 -0.04
0.09 -0.16 0.01
-0.08 0.21 -0.07
-0.04 -0.04 -0.06
-0.05 -0.05 0.05
-0.10 0.11 0.05
0.11 -0.04 -0.03
-0.03 -0.14 0.02
0.09 -0.01 -0.01
-0.23 0.19 -0.05
0.04 -0.02 0.12
0.00 -0.05 -0.10

These are the natural (NBO) partial charges, in e, on atoms 1 to 2: 0.20 0.08

=====

Record 2
The following is a quantum chemistry calculation of an isolated molecule of C22H25NO2 at a distorted geometry, from OMol25.

Output
- ΔE to the lowest compared entry with this formula, charge and spin (eV) = 0.9191
- 2S+1 = 1
- structure (SMILES) = Cc1ccc(-n2c(C)cc(C=C3C(=O)CC(C)(C)CC3=O)c2C)cc1
- E_HOMO (eV) = -7.9
- gap between HOMO and LUMO (eV) = 7.8

Positions of all 50 atoms, in Å:
H -4.0352 -2.2099 -2.2927
C 2.6413 3.5552 0.8274
H -0.3658 1.1051 -2.7502
C 0.1826 3.6835 -1.3282
C -1.4070 -4.5081 -1.9802
C 0.4983 2.2409 -1.0712
C 3.1229 5.0989 4.3439
H 1.0570 3.3913 4.4367
H 2.4448 5.9618 4.4783
H -2.3778 -2.0347 -2.7577
N 1.0923 1.8012 0.1171
C 1.6916 -0.4766 1.2286
H -0.1215 4.1873 -0.4098
H 4.1568 5.3933 4.1259
C -2.7238 -3.8401 -1.5799
H -1.2596 -5.4084 -1.4182
H 2.6629 -0.0731 1.5826
H 0.1326 2.0296 2.4953
C -3.8278 -4.8918 -1.5540
H -0.6289 3.7712 -2.0771
C -0.1700 -3.6324 -1.8062
C 0.5608 -1.3778 -1.5491
C -3.1428 -2.7734 -2.6042
C -2.5462 -3.1602 -0.2161
C 1.1333 0.4055 0.1541
H 3.1116 3.6709 -0.1485
H -3.4018 -3.2573 -3.5483
H -3.5431 -5.6226 -0.7558
C 3.1198 4.3630 1.8739
H -3.4631 -2.6421 0.0108
H -4.8310 -4.4746 -1.3238
C 1.5861 2.6503 1.1213
H -3.8664 -5.4144 -2.5144
H 1.9002 -1.4937 0.8177
C 0.1864 1.1320 -1.7766
C -1.3003 -2.2844 -0.0990
H -1.4932 -4.8624 -3.0009
H 1.1110 4.1659 -1.7434
C 2.5975 4.2503 3.1853
H -2.4296 -3.9107 0.5600
C 1.5053 3.4440 3.4275
O 0.8874 -3.9379 -2.3410
H 1.2433 -1.5269 -2.3465
O -1.0831 -1.7665 0.9713
C -0.2260 -2.4086 -1.0752
H 0.9827 -0.5290 2.0407
H 3.1435 4.5010 5.2769
H 3.9104 5.0819 1.6528
C 0.5822 -0.0237 -1.0345
C 0.9995 2.6571 2.3744

Cartesian forces, eV/Å:
0.15 -0.32 0.16
-0.18 0.20 1.40
0.70 0.12 1.07
0.83 -0.02 -0.71
-0.30 0.76 -0.07
-0.18 -0.04 0.86
-0.01 -0.52 -0.35
0.27 0.04 -0.73
0.60 -0.22 0.07
0.51 0.32 -0.27
-0.18 -0.70 -0.28
1.08 0.41 -0.45
0.08 0.09 -0.10
-0.34 0.31 0.17
-0.39 0.65 -0.17
0.17 -0.57 0.68
-0.53 -0.18 0.03
-0.15 -0.18 0.25
0.20 -0.49 1.08
0.51 -0.09 0.42
1.03 -1.68 -1.88
-1.40 -0.75 1.97
-0.44 -0.18 0.02
0.12 -0.47 -1.01
-0.45 -0.03 -0.88
-0.36 -0.37 0.11
0.20 0.12 -0.12
-0.54 0.28 -0.61
-0.47 -0.58 -0.03
-0.14 0.62 0.30
0.62 -0.17 -0.12
1.02 1.28 -0.11
-0.09 0.01 0.12
-0.42 0.83 0.35
-0.71 -0.52 -1.71
-0.07 -0.81 1.56
0.36 0.15 -0.40
-1.00 -0.05 0.41
0.34 0.87 0.09
0.11 -0.21 0.23
-0.42 -0.91 -0.56
-0.45 -0.45 0.05
0.21 -0.69 -0.92
-0.23 1.02 0.41
0.42 2.44 -1.19
-0.03 -0.26 0.37
-0.11 0.38 -0.48
-0.12 -0.22 0.21
-0.04 0.62 0.31
0.20 0.18 0.45

These are the natural (NBO) partial charges, in e, on atoms 1 to 2: 0.21 -0.23

=====

Record 3
The following is a quantum chemistry calculation of an isolated molecule of C22H25NO3S, from OMol25.

Output
- ΔE to the lowest compared entry with this formula, charge and spin (eV) = 0.0787
- 2S+1 = 1
- structure (SMILES) = O=C(COC(=O)CCC1CCCC1)Nc1ccccc1Sc1ccccc1
- E_HOMO (eV) = -8.5
- gap between HOMO and LUMO (eV) = 9.1

Positions of all 52 atoms, in Å:
C -5.2683 1.2663 -1.9473
H -2.4992 -1.2503 -1.1298
H -2.5014 2.8999 -0.8808
H 4.3675 -2.7628 -0.8599
H -2.5461 -2.3645 2.9967
O -0.4939 1.4405 -0.1223
O 1.0558 3.2222 1.7682
C -4.3247 0.1902 -0.0257
H 0.9928 -2.9297 0.6624
H 5.0708 -1.3461 -1.6416
C -3.3319 1.1723 0.0446
C -5.3009 0.2523 -1.0060
H -0.5376 0.0329 2.6725
H 2.1717 -2.2513 -1.7886
H 3.3486 -1.4395 0.8267
S -4.3291 -1.1523 1.1483
C -0.0340 -2.6072 0.7420
C -2.6540 -1.7403 0.9538
H -6.0693 -0.5050 -1.0329
C -1.9969 -1.6574 -0.2650
H 3.2567 -1.9136 -3.1445
C -0.7075 -2.7250 1.9467
O 1.0990 0.9925 2.0015
H 3.5797 2.9693 1.3538
C 2.9949 -1.6208 -2.1281
H 1.7663 -0.0342 -0.0455
H -0.1721 -1.9914 -1.3066
H 2.4087 2.2595 -0.8157
C -1.0478 1.2238 0.9247
C 3.0708 2.0146 1.2174
C -0.2904 1.0059 2.2427
H -0.2112 -3.1471 2.8082
C -0.6841 -2.0795 -0.3609
H -0.5490 1.8151 2.9374
H 1.6147 0.0653 -2.3926
C 2.7318 0.1594 -0.5162
C -4.2530 2.2081 -1.9155
C 3.7778 -0.8417 0.0223
H 4.6518 -0.3285 0.4231
H -2.7449 0.7660 1.9651
H 3.5553 1.2458 1.8184
H -4.2141 2.9864 -2.6619
H -6.0270 1.3085 -2.7136
C 1.6474 2.1805 1.6764
C 4.1707 -1.7346 -1.1624
H 4.1099 1.8046 -0.6535
C -2.0155 -2.2879 2.0588
H 3.3286 0.4557 -2.5777
C 2.6134 -0.1491 -2.0163
N -2.3946 1.1363 1.0906
C -3.2903 2.1667 -0.9222
C 3.1040 1.6195 -0.2690

Cartesian forces, eV/Å:
-0.08 0.01 -0.05
-0.02 0.05 -0.05
0.06 0.08 0.00
0.11 -0.02 -0.02
-0.02 0.02 0.13
0.16 0.05 -0.33
-0.07 0.00 -0.02
0.13 -0.23 0.41
0.12 -0.03 -0.01
0.05 -0.02 -0.03
-0.13 0.08 -0.22
0.02 0.03 -0.02
-0.02 0.11 -0.07
-0.09 -0.07 0.00
0.04 -0.01 0.09
0.01 0.10 -0.09
0.09 -0.04 0.04
-0.29 -0.05 -0.07
-0.05 -0.09 -0.03
0.00 -0.12 0.02
-0.06 -0.09 -0.04
0.08 -0.08 0.03
-0.05 -0.38 0.07
-0.08 -0.06 0.10
0.15 0.12 -0.13
0.03 0.00 -0.06
0.10 0.02 -0.10
0.06 0.09 -0.06
0.15 -0.15 0.57
-0.10 0.11 -0.19
-0.01 0.30 -0.08
0.05 -0.04 0.07
0.00 0.01 -0.05
-0.03 -0.18 -0.09
-0.05 0.10 -0.07
0.04 0.21 -0.16
0.00 -0.03 0.02
-0.01 -0.03 0.02
0.04 0.02 0.13
0.12 0.00 -0.09
0.07 0.01 0.05
0.01 0.08 -0.07
-0.06 0.01 -0.08
0.33 0.35 0.17
-0.06 -0.14 0.03
0.02 0.00 -0.06
-0.14 0.03 -0.07
0.05 0.07 -0.08
-0.14 -0.16 0.14
-0.38 0.18 0.15
0.06 0.00 0.07
-0.21 -0.20 0.18

These are the natural (NBO) partial charges, in e, on atoms 1 to 2: -0.22 0.23

=====

Record 4
The following is a quantum chemistry calculation of a structure of composition C22H25NO4PSTeV at a distorted geometry, from OMol25.

Output
- ΔE to the lowest compared entry with this formula, charge and spin (eV) = 0.8620
- net charge = +1
- 2S+1 = 2
- E_HOMO (alpha / beta) (eV) = -10.9 / -10.2
- gap between HOMO and LUMO (alpha / beta) (eV) = 7.7 / 7.0

Positions of all 56 atoms, in Å:
H 0.6052 -1.4214 2.4593
C 1.3823 -0.6564 2.4452
C 0.3955 2.7309 -5.3320
H 1.9502 1.5572 -2.5631
V 0.5290 -0.1346 -0.8619
H 3.3435 1.4439 1.3215
C 0.0552 -1.7643 -3.8195
H 0.5356 2.7988 -6.4028
S -1.5853 -1.3449 -1.9840
H -0.3497 5.3656 0.1725
C -2.1799 -2.0990 -4.7180
C 2.9790 5.9905 0.0690
H -1.5456 -0.6283 1.6955
C 0.7142 5.1835 0.0813
H 1.2475 7.2318 0.3643
H 3.4033 -2.2374 -0.3801
H 2.0062 -2.9686 0.4172
C 0.0424 2.5606 -2.5898
O -2.6967 -1.8868 -1.2726
C 2.8142 -2.2469 0.5368
H 4.2072 0.4426 0.1363
C 1.1792 3.8962 -0.1530
H 2.8902 2.6455 -0.4652
C 2.5415 3.6526 -0.2713
C 0.6321 -2.0068 -5.0511
H 0.9392 0.3078 2.6959
H -2.2410 -0.4698 0.3341
H -1.7993 3.6149 -2.9060
O 1.8190 -1.0620 -2.2359
H -2.2220 -2.6183 -6.7923
C 3.6127 0.4238 1.0498
C 1.1809 2.0195 -3.1752
P 2.1118 -0.5792 0.7691
H 1.7069 -1.9687 -5.1680
C 0.7002 -1.5641 -2.4947
H 3.6803 6.8104 0.1486
H 4.5016 4.5105 -0.2575
C -1.3334 -1.8071 -3.6768
O -1.4613 0.1195 -1.9404
H 3.4475 -2.5330 1.3760
N -0.1292 -1.8703 -1.4526
C -0.7324 3.2827 -4.7409
C 1.3541 2.1029 -4.5498
H 4.2022 -0.0207 1.8529
H -1.4768 3.7810 -5.3481
H 2.2419 1.6831 -5.0051
C -0.9165 3.1923 -3.3686
C -1.5898 -2.3686 -5.9513
H 2.1443 -0.9084 3.1823
H -3.2525 -2.1285 -4.5816
O -1.4690 -0.1828 0.8439
C -0.2104 -2.3192 -6.1133
Te -0.2518 2.3410 -0.4923
C 3.4409 4.7017 -0.1601
H 0.2164 -2.5451 -7.0811
C 1.6181 6.2305 0.1897

Cartesian forces, eV/Å:
0.01 -0.01 0.05
0.06 -0.01 -0.18
0.05 -0.01 0.00
0.02 -0.02 -0.04
-0.54 0.97 0.22
0.01 -0.03 0.03
-0.11 -0.11 -0.16
-0.01 0.01 0.00
-0.90 -0.69 -0.52
0.03 0.07 0.01
-0.17 0.07 0.10
-0.01 0.04 0.00
0.06 0.00 0.00
-0.14 -0.15 0.02
0.05 0.01 0.01
0.00 -0.05 0.01
0.02 -0.03 0.02
-0.15 -0.13 0.12
0.03 -0.16 -0.23
-0.09 0.13 -0.09
0.01 0.03 0.00
-0.11 -0.29 0.15
0.06 0.07 -0.02
-0.10 -0.13 -0.04
0.05 0.14 0.14
0.00 0.00 0.05
-0.07 -0.01 0.10
-0.02 -0.01 -0.05
0.37 -0.35 0.24
0.03 -0.02 -0.01
-0.13 -0.12 0.04
0.00 0.01 0.11
1.11 -0.04 0.95
-0.01 -0.05 -0.03
0.34 -0.56 -1.13
0.00 -0.01 0.01
0.00 0.02 0.00
0.33 0.03 0.27
-0.02 0.09 0.08
-0.01 0.01 0.03
-0.59 -0.84 0.01
-0.04 0.00 0.00
0.00 -0.02 -0.03
0.05 0.04 -0.01
0.01 0.01 0.00
0.00 0.00 0.00
-0.05 0.00 0.07
0.00 0.03 0.03
-0.03 -0.01 0.04
0.01 0.01 -0.03
0.32 -0.18 -0.10
-0.03 0.00 -0.06
0.30 2.23 -0.17
0.03 -0.01 0.00
0.00 0.03 0.00
-0.03 0.01 0.00

These are the natural (NBO) partial charges, in e, on atoms 1 to 2: 0.24 -0.93

=====

Record 5
The following is a quantum chemistry calculation of a structure of composition C22H26As2Br4NO16P2Tl, from OMol25.

Output
- ΔE to the lowest compared entry with this formula, charge and spin (eV) = 0.0000
- 2S+1 = 1
- E_HOMO (eV) = -7.2
- gap between HOMO and LUMO (eV) = 6.0

Positions of all 74 atoms, in Å:
H -1.2949 -1.1263 6.5834
H -4.4659 -0.3766 0.5229
H 2.8050 4.5132 2.2016
C 1.7536 1.9764 -2.3887
O 0.9858 -1.8210 -0.2714
C -4.0634 -0.2428 1.5215
H 3.0543 4.6776 0.4488
N -3.8823 -2.8322 -4.4341
C 1.8144 -1.5739 0.5832
H -2.7946 -4.2726 -2.3325
O -2.3999 -0.0294 3.5790
O 2.2004 -0.3572 -2.4637
O -2.6396 -0.1825 1.3518
O -0.9535 -1.1581 -4.8465
C -0.4602 0.0170 2.1456
C 2.5386 1.4421 3.7576
O 2.5249 -2.5353 1.1552
H -3.3318 -3.5084 -4.9953
H -2.4465 -2.8753 -1.3188
Br 1.0117 4.6768 -2.3522
Br 4.2869 5.2729 -2.0828
C -0.2246 -0.9331 6.6112
C -1.0199 2.4945 0.4408
As 2.4765 -0.3878 3.0645
C 2.2660 -3.8673 0.6778
H -0.6295 3.1033 -0.3723
C 4.0070 1.1250 -2.1000
C 3.6355 3.5003 -2.1174
H 1.5372 5.2671 1.1829
H 0.0135 -0.1989 7.3738
H 3.5343 1.8502 3.5993
Br 6.3497 2.7044 -1.7317
O 3.6478 2.2385 1.0596
H -4.1326 -1.9888 -4.9807
O -2.1775 -0.0111 -2.3256
C -2.9632 -2.3511 -3.3321
Tl 0.0772 -0.3798 -2.1987
O -4.5957 -0.5930 -2.0248
C 2.3149 4.5117 1.2285
H -2.0844 2.3236 0.2896
H 2.9537 -4.5047 1.2225
P -1.2629 -2.5265 -4.0652
C 2.2652 3.2647 -2.2734
H -4.3262 -1.0770 2.1692
C -0.0385 -1.1038 4.2900
H -4.1224 -3.2378 -1.7356
C 0.4279 -0.4160 3.0422
H 2.3494 1.3295 4.8250
C -1.9197 -0.0727 2.4785
O 0.1960 -0.3495 5.3678
O -1.3889 -3.6998 -4.9604
O -0.3133 -2.4449 -2.8860
As -0.1832 0.7555 0.3087
Br 5.1044 -0.3903 -1.8737
H -0.8268 2.9628 1.4010
C 2.4518 2.1958 0.9374
O 1.6458 3.2568 1.0183
C 1.7186 0.9264 0.6512
C 4.5073 2.4257 -2.0068
C 2.6595 0.8770 -2.3371
H -1.3555 -1.0461 -5.7152
H 1.7835 2.1012 3.3372
O -3.8460 -0.1092 -4.3922
H 0.3089 -1.8643 6.7908
H 1.2337 -4.1407 0.8869
O -0.4706 -2.2242 4.3157
H -5.3577 -0.1706 -2.4409
C -3.0962 -3.2475 -2.1090
O 0.4553 1.7442 -2.5158
H 2.4491 -3.9169 -0.3933
C 2.2305 -0.2312 1.1179
H -4.4234 0.6827 1.9689
H -4.7286 -3.2622 -4.0664
P -3.3557 -0.5787 -3.0676

Cartesian forces, eV/Å:
0.00 0.00 0.00
-0.01 0.01 -0.01
0.00 0.00 0.00
-0.01 -0.02 -0.04
0.00 -0.02 0.07
0.00 0.00 0.02
0.01 0.01 0.00
0.01 -0.02 0.01
0.02 0.01 -0.05
0.00 0.00 0.00
0.00 0.01 0.03
0.01 0.01 0.03
0.01 0.00 -0.02
0.02 -0.01 0.00
-0.04 -0.02 0.04
0.02 0.01 -0.02
0.01 0.01 0.00
0.00 0.00 0.00
0.00 0.00 0.00
0.00 -0.01 0.01
-0.01 0.00 0.02
0.00 0.01 0.00
-0.02 0.02 -0.05
-0.03 -0.01 -0.04
0.01 0.01 0.00
0.00 -0.01 0.01
0.00 0.01 0.00
-0.01 -0.01 -0.02
0.00 0.01 0.00
0.00 0.00 0.00
0.01 0.00 0.00
-0.01 0.00 0.01
-0.02 0.01 -0.02
0.00 0.01 0.00
-0.01 0.04 -0.03
-0.02 0.00 0.01
-0.03 -0.03 0.03
0.01 -0.02 -0.02
0.00 -0.01 -0.02
-0.01 0.00 0.00
0.00 0.00 0.00
-0.02 0.01 -0.03
0.01 0.02 0.00
0.00 0.00 -0.01
-0.09 -0.02 -0.03
0.00 0.00 0.00
0.09 -0.01 0.01
0.01 0.01 -0.01
-0.01 0.02 -0.04
0.01 0.01 0.01
0.01 0.00 0.02
-0.02 0.08 -0.02
0.02 -0.04 0.06
-0.01 0.01 0.01
0.00 -0.01 -0.01
-0.04 -0.05 0.18
0.03 0.04 -0.02
0.04 -0.02 -0.07
0.00 -0.01 -0.04
0.01 -0.01 -0.02
-0.01 0.00 0.01
0.00 0.00 -0.03
0.01 0.00 -0.04
0.00 0.00 0.00
0.00 0.00 0.00
0.03 -0.01 0.02
0.00 0.00 0.01
0.01 0.00 0.00
0.02 0.02 -0.02
0.00 0.00 0.00
0.00 0.00 0.07
0.00 -0.01 0.00
0.00 0.01 0.00
-0.01 -0.02 0.03

These are the Löwdin partial charges, in e, on atoms 1 to 2: 0.10 0.07

=====

What is the ΔE to the lowest compared entry with this formula, charge and spin in the fourth record?
0.8620 eV

=====

ΔE to the lowest compared entry with this formula, charge and spin of number 1 (C22H25NO)?
0.0000 eV